{
  "formula": "C7H16Cl10O2",
  "method": "ωB97M-V/def2-TZVPD",
  "species": ["C", "C", "O", "O", "H", "H", "H", "H", "H", "H", "C", "Cl", "Cl", "H", "H", "C", "Cl", "Cl", "H", "H", "C", "Cl", "Cl", "H", "H", "C", "Cl", "Cl", "H", "H", "C", "Cl", "Cl", "H", "H"],
  "positions_angstrom": [[1.7982, 0.9663, 8.2159], [0.8555, 1.7492, 7.2954], [1.4100, 2.9608, 6.8003], [2.8755, 0.5020, 7.4676], [1.3395, 0.0701, 8.6337], [2.0946, 1.6677, 8.9958], [0.0511, 2.0804, 7.9521], [0.5098, 1.0652, 6.5204], [0.7722, 3.5495, 6.3902], [3.3450, 1.2943, 7.1967], [0.9803, -1.0873, -8.7460], [0.8116, -1.1380, -7.0115], [2.7428, -1.0553, -9.2015], [0.6090, -2.0083, -9.1954], [0.4051, -0.3017, -9.2360], [-2.3642, 0.3041, -1.0528], [-2.7170, 0.2663, 0.6682], [-1.1495, 1.5584, -1.3180], [-1.9786, -0.6873, -1.2904], [-3.2893, 0.3770, -1.6247], [4.7545, -0.3902, 1.4851], [5.5304, 0.7238, 0.3255], [3.6211, -1.4907, 0.6271], [5.5387, -0.9051, 2.0401], [4.1869, 0.1416, 2.2488], [-4.7774, 6.6637, -2.7406], [-5.5847, 5.2120, -1.9472], [-4.2323, 6.4065, -4.3569], [-5.4897, 7.4887, -2.7475], [-3.9009, 6.9357, -2.1525], [-1.6586, -8.6063, -4.1950], [-1.4880, -7.1865, -3.1232], [-2.6977, -9.8934, -3.3857], [-2.2384, -8.2794, -5.0582], [-0.6655, -8.9535, -4.4799]],
  "mulliken_charge": [-0.49, -0.26, -0.53, -0.51, 0.32, 0.30, 0.29, 0.26, 0.30, 0.31, -0.25, -0.12, -0.16, 0.24, 0.28, -0.22, -0.15, -0.14, 0.24, 0.27, -0.22, -0.15, -0.14, 0.27, 0.24, -0.23, -0.16, -0.13, 0.27, 0.26, -0.23, -0.14, -0.16, 0.24, 0.28],
  "max_force_ha_per_bohr": 0.0323,
  "mol_weight_da": 486.7,
  "gap_ev": 10.53,
  "e_homo_ev": -10.19,
  "smiles": "ClCCl.ClCCl.ClCCl.ClCCl.ClCCl.OCCO",
  "charge": 0
}